1.
Entry from OMol25: one molecule with the formula C4H5N3 in a non-equilibrium geometry (ωB97M-V/def2-TZVPD).

Structure (XYZ):
```
12
Properties=species:S:1:pos:R:3:nbo_charge:R:1
N -1.606 -0.168 -2.200 -0.270
N 0.808 -0.107 0.312 -0.602
N 0.057 3.342 -0.008 -0.264
C 0.354 -1.467 0.576 -0.428
C -0.301 0.754 -0.078 -0.292
C -0.064 2.198 -0.123 0.270
C -1.094 0.278 -1.259 0.257
H -0.391 -1.484 1.390 0.196
H -0.108 -1.955 -0.296 0.190
H 1.681 0.013 -0.156 0.386
H -0.525 0.610 0.988 0.335
H 1.216 -2.046 0.905 0.223
```

SMILES: CNC(C#N)C#N
HOMO, eV: -10.23
2S+1: 1

2.
Entry from OMol25: a 2-piece molecular cluster, C3N2O5S2 overall in a non-equilibrium geometry (ωB97M-V/def2-TZVPD).

Structure (XYZ):
```
12
Properties=species:S:1:pos:R:3:nbo_charge:R:1
S 0.626 0.376 3.294 -0.212
S 0.294 -1.420 2.526 1.089
O 0.928 -0.412 -1.710 -0.479
O 2.389 1.206 -1.476 -0.513
O -1.089 -1.612 -1.673 -0.481
O 0.310 1.416 -0.650 -0.297
O 0.449 -1.417 1.069 -0.867
N -0.835 0.572 -0.631 -0.234
N -2.288 0.544 1.391 -0.276
C 1.312 0.820 -1.239 0.962
C -0.424 -0.679 -1.339 0.907
C -1.670 0.605 0.440 0.403
```

HOMO, eV: -10.65
2S+1: 1

3.
Entry from OMol25: C37H94AsF6N6O13 as an isolated structure in a non-equilibrium geometry (ωB97M-V/def2-TZVPD).

Structure (XYZ):
```
157
Properties=species:S:1:pos:R:3:mulliken_charge:R:1
As -0.129 0.615 0.587 2.313
F 0.914 -0.779 0.596 -0.536
F 0.976 1.347 -0.535 -0.569
F -1.060 -0.017 -0.732 -0.385
F -1.206 -0.229 1.647 -0.609
F 0.772 1.228 1.933 -0.523
F -1.102 2.038 0.642 -0.392
O 6.182 -0.999 -1.104 -0.468
O 0.100 -5.597 -6.112 -0.246
O -1.675 4.613 -2.963 -0.290
O -6.353 -1.141 0.976 -0.340
O -0.485 -1.804 5.380 -0.305
O -1.469 -3.454 -2.025 -0.555
O -5.627 3.045 3.343 -0.295
O 5.653 4.385 5.681 -0.324
O -5.112 -0.266 -4.237 -0.157
O 2.534 -5.265 4.208 -0.264
O 4.274 3.893 1.271 -0.473
O -2.258 6.164 1.350 -0.584
O 2.956 -3.337 -3.035 -0.341
N 4.688 2.433 3.870 -0.317
N -1.183 -3.184 -4.866 -0.012
N 2.027 -2.491 4.300 -0.298
N -2.361 2.090 -3.845 -0.368
N -5.163 1.419 1.081 -0.418
N 3.880 -0.503 -2.709 -0.384
C -4.178 2.369 1.564 0.492
C -0.799 -6.651 -6.312 -0.755
C 5.138 -0.235 -0.568 -0.127
C -6.021 -0.595 -5.268 -0.867
C 4.463 3.680 6.029 -0.511
C -0.258 -4.390 -6.764 -0.672
C 3.578 2.726 1.715 0.409
C 1.255 -1.363 3.819 0.149
C -1.315 2.261 -2.834 1.025
C -4.257 0.799 -4.618 -0.986
C 4.763 3.740 -0.035 -0.548
C 2.192 -2.162 -3.281 -0.036
C -0.680 3.626 -2.923 -0.663
C -2.365 -2.785 -4.118 -0.710
C 6.906 -1.676 -0.100 -0.699
C -1.479 -3.713 -6.176 -0.606
C -0.986 -3.090 -0.736 -0.292
C -2.088 5.172 0.339 -0.199
C -3.251 1.006 -3.496 0.543
C -4.795 3.522 2.311 -0.767
C -1.964 -2.344 -2.723 0.131
C 2.762 -3.113 3.226 -0.208
C 4.375 0.438 -1.689 -0.217
C -5.506 -0.712 -0.074 -0.522
C 3.487 -4.339 3.699 -0.756
C 5.677 5.686 6.215 -0.748
C -4.510 0.273 0.466 0.655
C 4.528 2.337 5.324 -0.517
C 0.390 -0.798 4.917 -0.764
C 2.617 -1.100 -2.308 0.319
C -7.141 -2.237 0.602 -0.781
C -6.254 4.091 4.050 -0.783
C -1.155 -1.440 6.563 -0.792
C 3.432 2.747 3.202 -0.515
C 2.550 -4.405 -3.829 -0.682
C -1.115 5.911 -3.077 -0.948
C 3.132 -6.426 4.702 -0.740
H -7.678 -2.037 -0.336 0.293
H -1.236 -1.525 -2.781 -0.100
H -1.828 6.659 -2.739 0.271
H 1.486 -4.645 -3.712 0.196
H -3.683 2.761 0.671 -0.357
H 5.504 2.931 -0.074 0.233
H -0.144 -2.397 -0.796 -0.137
H -0.251 5.963 -2.401 0.372
H -1.589 4.273 0.703 0.096
H -0.676 -3.884 -4.336 0.046
H -1.715 -2.313 6.887 0.250
H -1.787 -6.468 -5.879 0.282
H -6.526 -3.135 0.457 0.288
H -0.401 -4.547 -7.842 0.453
H -5.349 4.185 1.628 0.436
H 5.388 1.796 5.728 0.353
H -2.866 2.956 -3.982 0.400
H -1.472 5.543 -0.488 0.260
H 1.900 -0.556 3.454 0.061
H 5.027 1.149 -2.212 0.266
H 4.146 1.838 1.407 -0.285
H 1.857 -0.321 -2.237 -0.110
H 5.985 5.657 7.265 0.263
H 7.436 -0.965 0.545 0.287
H 2.646 2.036 3.464 0.335
H 0.613 -1.567 2.950 -0.155
H 6.251 -2.352 0.452 0.220
H -3.831 1.189 -2.580 0.069
H -0.571 1.471 -2.969 -0.028
H -3.881 0.590 -0.371 -0.619
H -1.806 -2.908 -6.843 0.368
H -2.855 -1.941 -2.215 0.241
H -6.500 0.310 -5.655 0.333
H 6.407 6.273 5.655 0.247
H -5.576 4.483 4.815 0.274
H 2.350 -1.822 -4.313 0.327
H -6.116 -0.289 -0.880 0.356
H 0.033 3.768 -2.100 0.407
H 3.956 3.534 -0.749 0.187
H 7.695 -2.246 -0.597 0.288
H -0.623 -4.001 -0.259 0.349
H 2.141 -3.408 2.366 0.160
H 3.975 -6.196 5.367 0.306
H 5.252 4.674 -0.311 0.345
H -0.400 -7.537 -5.811 0.252
H -5.798 1.115 1.806 0.375
H -1.817 -0.582 6.388 0.284
H 3.136 -5.284 -3.552 0.345
H 4.472 3.516 7.115 0.415
H 5.319 3.213 3.713 0.326
H -7.856 -2.412 1.404 0.261
H -2.848 -1.952 -4.634 0.456
H 4.710 6.181 6.080 0.324
H -2.326 -4.423 -6.130 0.336
H -2.690 0.077 -3.410 -0.569
H 2.360 -6.989 5.222 0.238
H 2.731 -4.231 -4.903 0.269
H -0.785 6.096 -4.103 0.304
H -0.128 0.104 4.570 0.451
H 1.053 -0.492 5.747 0.401
H -6.559 4.901 3.379 0.319
H 1.126 -2.368 -3.143 -0.263
H -3.724 0.522 -5.537 0.349
H 3.547 1.004 -1.259 -0.280
H -0.897 -6.924 -7.372 0.299
H 4.428 -0.875 -0.016 -0.053
H 3.633 1.749 5.540 0.138
H -3.982 4.150 2.711 0.362
H -0.454 -1.146 7.358 0.316
H 5.486 0.508 0.163 0.595
H 3.602 4.275 5.711 0.368
H 4.053 -4.834 2.893 0.414
H 3.522 -2.425 2.840 0.250
H -0.073 3.649 -3.846 0.402
H 4.226 -4.136 4.489 0.389
H 0.600 -3.730 -6.624 0.235
H -3.052 4.939 -0.105 0.181
H -3.077 -3.619 -3.993 0.388
H -7.158 3.689 4.507 0.252
H 1.352 -3.144 4.685 0.346
H -1.730 2.066 -1.836 -0.847
H -4.917 -1.559 -0.458 0.232
H 2.602 2.705 1.219 0.087
H -3.857 -0.200 1.213 0.129
H -3.392 1.906 2.183 0.035
H -6.772 -1.264 -4.856 0.225
H -5.480 -1.109 -6.072 0.286
H -1.791 -2.649 -0.143 0.221
H -1.383 6.376 1.685 0.313
H -4.840 1.717 -4.769 0.569
H 3.533 -7.054 3.889 0.272
H 4.584 -1.233 -2.772 0.426
H 2.691 -1.559 -1.311 0.069
H 3.039 3.744 3.468 0.211
```

HOMO, eV: -6.10
Total charge: -1
2S+1: 1

4.
Entry from OMol25: C3H5NO2 as an isolated structure in a non-equilibrium geometry (ωB97M-V/def2-TZVPD).

Structure (XYZ):
```
11
Properties=species:S:1:pos:R:3:nbo_charge:R:1
O 2.611 -0.732 -0.586 -0.522
O -0.433 1.028 0.123 -0.547
N -2.053 -0.469 -0.079 -0.794
C 1.711 0.071 -0.577 0.432
C -0.843 -0.122 -0.462 0.301
C 0.794 0.305 0.614 -0.216
H -2.721 0.173 0.335 0.383
H 0.676 -0.669 1.145 0.219
H 1.135 1.033 1.333 0.218
H 1.491 0.741 -1.427 0.123
H -2.368 -1.361 -0.421 0.404
```

HOMO, eV: -8.76
2S+1: 1

| no. | calculated total energy (eV) |
| --- | --- |
| 1 | -8696.802 |
| 2 | -37995.624 |
| 3 | -152594.636 |
| 4 | -8773.935 |